# 1
C12H16B2Cl2F10NO24S2Y | wB97M-V/def2-TZVPD

Results
Kohn-Sham gap = 0.2496 Eh
Net charge = -2
Highest occupied orbital energy = -3.52 eV

Geometry as XYZ:
```
70
C12H16B2Cl2F10NO24S2Y, DFT wB97M-V/def2-TZVPD
Y 0.21 0.20 0.25
Cl -2.90 1.16 2.70
O -3.24 2.56 2.55
O -2.26 1.04 3.98
O -4.04 0.27 2.69
O -1.92 0.72 1.77
Cl -2.12 2.85 -1.55
O -3.22 1.96 -1.84
O -2.55 3.85 -0.63
O -0.98 2.08 -1.06
O -1.71 3.42 -2.79
N -0.59 4.67 1.44
S 0.65 3.59 1.88
O 1.89 3.98 2.48
O 0.68 2.30 1.17
F -0.18 3.16 3.15
S 0.33 5.64 0.64
O 0.71 5.15 -0.65
O 1.30 6.45 1.36
F -0.78 6.71 0.21
B 0.99 -0.28 3.78
F 2.13 -0.90 4.34
F 0.91 0.02 2.42
F 0.02 -1.23 4.21
F 0.67 0.80 4.54
B 0.45 -1.10 -3.39
F -0.42 -2.17 -3.59
F 1.72 -1.44 -3.76
F 0.02 -0.06 -4.24
F 0.29 -0.69 -2.05
C 2.41 3.07 -4.10
C 2.59 4.26 -3.08
O 2.44 3.55 -1.87
C 2.14 2.25 -2.06
O 1.86 1.49 -1.17
O 2.04 1.99 -3.33
H 3.40 3.07 -4.57
H 1.68 3.35 -4.87
H 1.91 5.11 -3.07
H 3.57 4.74 -2.97
C 4.60 -3.34 0.60
C 4.22 -2.79 1.97
O 3.00 -2.00 1.71
C 2.89 -1.85 0.41
O 2.08 -1.18 -0.20
O 3.92 -2.41 -0.24
H 4.20 -4.34 0.43
H 5.66 -3.38 0.37
H 4.88 -1.95 2.20
H 4.31 -3.37 2.88
C -3.94 -1.93 -2.98
C -4.58 -2.35 -1.60
O -3.55 -2.06 -0.71
C -2.62 -1.27 -1.32
O -1.72 -0.69 -0.77
O -2.87 -1.11 -2.57
H -4.72 -1.41 -3.54
H -3.48 -2.78 -3.49
H -4.67 -3.43 -1.71
H -5.48 -1.75 -1.48
C -2.17 -4.40 2.36
C -0.81 -5.11 2.38
O 0.14 -4.12 1.95
C -0.59 -2.98 1.61
O -0.16 -2.00 1.08
O -1.90 -3.17 1.72
H -2.54 -4.32 3.38
H -2.83 -4.82 1.61
H -0.78 -5.91 1.64
H -0.58 -5.39 3.41
```

---

# 2
C12H16BN6SSe4Zr | wB97M-V/def2-TZVPD

Results
Kohn-Sham gap = 0.2598 Eh
Net charge = +1
Highest occupied orbital energy = -10.86 eV

Geometry as XYZ:
```
41
C12H16BN6SSe4Zr, DFT wB97M-V/def2-TZVPD
Zr 0.69 0.40 1.74
Se 2.77 0.62 0.05
Se 3.72 -0.09 2.09
Se 2.46 1.07 3.71
Se 0.81 -0.53 4.19
B -1.49 2.51 2.83
N -2.20 1.36 2.04
C -3.49 1.08 1.95
C -3.65 -0.15 1.30
C -2.37 -0.57 1.05
N -1.48 0.33 1.50
N -0.53 3.25 1.86
C -0.47 4.54 1.55
C 0.66 4.77 0.77
C 1.25 3.53 0.65
N 0.54 2.60 1.32
H -2.32 3.27 3.23
H -0.81 2.00 3.69
H -4.21 1.77 2.35
H -4.58 -0.65 1.07
H -2.01 -1.47 0.56
H -1.23 5.20 1.92
H 0.99 5.70 0.37
H 2.15 3.24 0.14
C 3.19 -3.44 -3.06
C 1.89 -2.94 -2.53
C 0.78 -2.64 -3.28
C -0.36 -2.16 -2.62
N -0.41 -2.00 -1.30
C 0.66 -2.29 -0.58
S 0.74 -2.19 1.15
N 1.79 -2.74 -1.20
C -1.60 -1.82 -3.37
H 3.14 -3.56 -4.13
H 3.43 -4.40 -2.60
H 3.99 -2.73 -2.82
H 0.79 -2.78 -4.35
H 2.59 -2.89 -0.59
H -1.47 -1.91 -4.45
H -1.90 -0.80 -3.13
H -2.41 -2.47 -3.05
```

---

# 3
C12H16BrNO3S | wB97M-V/def2-TZVPD

Results
Kohn-Sham gap = 0.2857 Eh
Highest occupied orbital energy = -8.10 eV

Geometry as XYZ:
```
34
C12H16BrNO3S, DFT wB97M-V/def2-TZVPD
O -2.42 -1.30 -1.85
S -2.30 -0.28 -0.94
O -3.30 0.85 -1.01
N -0.92 0.42 -1.00
C -0.82 1.64 -0.70
H -1.85 2.23 -0.73
C -0.62 1.87 1.11
H 0.19 1.29 1.14
H -0.16 3.02 0.98
C -1.71 1.83 1.86
H -2.70 2.46 1.39
O -2.07 0.65 2.24
C -3.00 -0.36 1.68
C -2.57 -1.03 0.71
H -3.33 -1.91 0.38
H -1.69 -1.59 1.01
H -3.40 -0.93 2.67
H -3.85 0.43 1.48
H -1.46 2.58 2.71
H -0.09 2.34 -1.03
C 0.08 -0.26 -1.69
C 0.78 -0.99 -0.45
C 0.43 -2.26 -0.26
C 1.01 -3.11 0.80
C 2.19 -2.51 1.05
C 2.76 -1.40 0.99
C 2.04 -0.83 0.06
Br 2.81 1.24 -0.35
H 3.47 -1.08 1.62
H 2.72 -3.33 2.10
H 0.71 -4.04 0.79
H -0.46 -2.77 -0.97
H -0.29 -0.87 -2.33
H 0.75 0.34 -2.12
```

---

# 4
C12H16Cl2F4N4O2Zn | wB97M-V/def2-TZVPD

Results
Kohn-Sham gap = 0.2826 Eh
Highest occupied orbital energy = -7.59 eV

Geometry as XYZ:
```
41
C12H16Cl2F4N4O2Zn, DFT wB97M-V/def2-TZVPD
Zn 0.94 0.18 -0.39
C 1.44 3.26 -0.66
N 0.80 2.37 0.31
C 1.33 2.66 1.64
C -0.66 2.59 0.30
C -1.36 1.59 -0.63
N -0.94 0.28 -0.20
C -1.77 -0.67 0.23
C -1.25 -1.70 1.06
F 0.09 -1.63 1.37
C -2.00 -2.73 1.56
F -1.41 -3.66 2.35
C -3.36 -2.82 1.31
C -3.91 -1.84 0.48
F -5.22 -1.91 0.19
C -3.15 -0.81 -0.05
F -3.76 0.04 -0.90
H 1.38 4.31 -0.33
H 0.96 3.16 -1.63
H 2.49 2.99 -0.77
H 1.09 3.68 1.95
H 2.41 2.54 1.64
H 0.91 1.96 2.37
H -0.89 3.62 0.02
H -1.03 2.40 1.31
H -1.05 1.77 -1.66
H -2.44 1.75 -0.55
H -3.95 -3.61 1.71
N 0.92 -1.90 -1.40
N 0.70 -1.35 -2.69
C 1.31 -0.12 -3.02
O 1.37 0.17 -4.19
O 1.72 0.57 -2.03
H 1.73 -2.53 -1.39
H 0.10 -2.44 -1.12
H 0.61 -2.00 -3.47
Cl 3.35 -3.33 0.40
C 3.16 -2.06 1.62
Cl 3.10 -0.45 0.86
H 4.02 -2.10 2.28
H 2.22 -2.23 2.14
```

---

# 5
C12H16ClIN2O2PRu | wB97M-V/def2-TZVPD

Results
Spin multiplicity = 6
Kohn-Sham gap (spin up / spin down) = 0.2241 / 0.1625 Eh
Net charge = +2
Highest occupied orbital energy (spin up / spin down) = -12.90 / -16.00 eV

Geometry as XYZ:
```
36
C12H16ClIN2O2PRu, DFT wB97M-V/def2-TZVPD
C 2.62 -5.28 -4.14
C 2.88 -4.17 -3.16
H 3.59 -5.72 -4.44
H 2.11 -4.88 -5.02
H 2.00 -6.04 -3.67
O 3.94 -3.80 -2.70
I 1.08 -3.17 -2.51
Ru -0.15 0.22 0.38
P 0.00 1.51 -1.37
C 0.92 3.08 -1.21
C 0.72 0.70 -2.84
H -2.32 1.17 -1.91
H -1.69 2.66 -2.71
H -2.08 2.65 -0.96
C -1.69 2.06 -1.79
H 0.20 -0.25 -3.02
H 0.66 1.36 -3.73
H 0.85 3.68 -2.13
H 1.98 2.86 -0.99
H 1.77 0.47 -2.63
H 0.51 3.65 -0.37
C 1.34 0.99 1.10
O 2.31 1.48 1.54
Cl -1.35 -1.41 -0.77
N -2.55 0.98 7.42
C -2.26 0.82 6.30
C -1.93 0.61 4.90
C -2.20 1.60 3.94
C -1.75 1.42 2.64
N -1.07 0.32 2.28
C -0.91 -0.69 3.15
C -1.33 -0.57 4.47
H -2.73 2.51 4.20
H -1.88 2.16 1.85
H -0.42 -1.58 2.75
H -1.16 -1.40 5.15
```

---

# 6
C12H16CoO5S4 | wB97M-V/def2-TZVPD

Results
Kohn-Sham gap (spin up / spin down) = 0.2451 / 0.2513 Eh
Net charge = -1
Highest occupied orbital energy (spin up / spin down) = -4.18 / -4.35 eV

Geometry as XYZ:
```
38
C12H16CoO5S4, DFT wB97M-V/def2-TZVPD
Co -1.51 -1.22 0.39
C -5.75 -2.39 1.46
C -4.43 -1.67 1.33
S -3.31 -2.31 0.16
C -4.07 -0.61 2.06
C -4.92 0.03 3.11
S -2.50 0.11 1.79
H -5.86 -3.12 0.66
H -6.59 -1.69 1.40
H -5.83 -2.93 2.41
H -5.96 -0.30 3.05
H -4.90 1.12 3.02
H -4.56 -0.21 4.12
O 0.70 -4.12 0.21
S 0.53 -2.70 0.06
O 1.76 -1.99 -0.27
O -0.58 -2.34 -0.91
O -0.09 -2.06 1.33
C 5.23 1.60 -3.60
C 4.19 1.34 -2.55
C 4.55 1.26 -1.20
C 3.59 1.02 -0.23
C 2.26 0.88 -0.60
C 1.89 0.93 -1.93
C 2.86 1.16 -2.89
S 1.04 0.57 0.65
C 0.82 2.28 1.17
O -0.25 0.32 -0.11
H 6.24 1.43 -3.22
H 5.18 2.64 -3.95
H 5.08 0.96 -4.47
H 5.59 1.36 -0.92
H 3.87 0.92 0.81
H 0.85 0.75 -2.19
H 2.57 1.19 -3.94
H 0.54 2.88 0.31
H 1.75 2.64 1.61
H 0.02 2.27 1.91
```

---

# 7
C12H16FeNO3 | wB97M-V/def2-TZVPD

Results
Spin multiplicity = 5
Kohn-Sham gap (spin up / spin down) = 0.2801 / 0.2054 Eh
Net charge = +1
Highest occupied orbital energy (spin up / spin down) = -11.27 / -11.79 eV

Geometry as XYZ:
```
33
C12H16FeNO3, DFT wB97M-V/def2-TZVPD
O 0.05 3.82 0.05
C -0.86 3.18 0.29
Fe -2.33 2.07 0.62
C -2.30 2.42 2.48
O -2.30 2.61 3.61
C -3.57 3.48 0.38
O -4.33 4.31 0.21
C -1.30 0.22 0.73
C -1.22 0.70 -0.72
C -2.52 1.24 -1.31
C -3.72 1.06 -0.64
C -3.75 0.46 0.67
C -2.54 0.06 1.34
H -0.39 -0.05 1.27
H -0.36 1.38 -0.89
H -0.98 -0.21 -1.32
H -2.51 1.72 -2.30
H -4.66 1.39 -1.10
H -4.71 0.30 1.16
H -2.60 -0.34 2.35
C 4.88 -3.51 -0.52
C 4.25 -2.15 -0.74
C 2.81 -2.08 -0.23
N 2.22 -0.77 -0.45
H 5.91 -3.55 -0.89
H 4.90 -3.77 0.54
H 4.32 -4.30 -1.03
H 4.84 -1.36 -0.25
H 4.26 -1.89 -1.81
H 2.20 -2.86 -0.72
H 2.79 -2.32 0.84
H 2.26 -0.52 -1.43
H 1.25 -0.74 -0.16
```

---

# 8
C12H16N2 | wB97M-V/def2-TZVPD

Results
Kohn-Sham gap = 0.3497 Eh
Highest occupied orbital energy = -8.68 eV

Geometry as XYZ:
```
30
C12H16N2, DFT wB97M-V/def2-TZVPD
C 1.99 2.24 1.37
C 0.81 1.54 2.05
C 1.10 0.11 2.36
C 0.67 -0.65 3.41
N 1.25 -1.88 3.25
C 2.07 -1.79 2.18
N 1.99 -0.62 1.61
H 1.72 3.29 1.15
H 2.41 1.75 0.51
H 2.72 2.43 2.14
H 0.60 2.10 2.96
H -0.12 1.64 1.47
H -0.17 -0.43 4.05
H 1.37 -2.58 3.96
H 2.75 -2.57 1.88
C -1.48 0.36 -4.40
C -1.46 -0.17 -3.00
C -0.31 0.07 -2.23
C -0.20 -0.36 -0.93
C -1.31 -0.91 -0.29
C -2.48 -1.04 -1.01
C -2.54 -0.74 -2.37
H -0.53 0.33 -4.93
H -1.75 1.42 -4.36
H -2.30 -0.10 -4.98
H 0.54 0.58 -2.68
H 0.69 -0.14 -0.37
H -1.27 -1.31 0.71
H -3.31 -1.56 -0.55
H -3.43 -1.00 -2.94
```

---

# 9
C12H16N2 | wB97M-V/def2-TZVPD

Results
Kohn-Sham gap = 0.2199 Eh
Net charge = +2
Highest occupied orbital energy = -14.84 eV

Geometry as XYZ:
```
30
C12H16N2, DFT wB97M-V/def2-TZVPD
C 3.01 1.41 -3.21
C 1.66 1.73 -3.31
C 3.34 0.34 -2.31
C 0.71 0.90 -2.69
C 2.43 -0.42 -1.60
C 1.08 -0.21 -1.86
C -0.12 -0.50 2.31
C 0.42 -0.91 1.19
C -1.67 -0.51 0.25
C -1.64 -0.09 2.33
C -2.23 1.22 2.48
C 0.04 -1.20 -1.27
N -0.41 -0.75 0.02
N -2.45 -1.14 3.10
H 3.84 2.02 -3.59
H 1.48 2.55 -4.02
H 4.41 0.06 -2.20
H -0.33 0.98 -3.08
H 2.69 -1.38 -1.10
H 0.39 -0.23 3.29
H 1.38 -1.34 1.00
H -2.36 -0.34 -0.50
H -3.30 1.35 2.15
H -1.75 2.08 1.96
H -2.25 1.60 3.57
H -0.98 -1.23 -1.67
H 0.46 -2.20 -1.08
H -2.10 -1.16 4.08
H -2.35 -2.00 2.59
H -3.39 -0.61 3.16
```

---

# 10
C12H16N2O | wB97M-V/def2-TZVPD

Results
Kohn-Sham gap = 0.3300 Eh
Highest occupied orbital energy = -8.07 eV

Geometry as XYZ:
```
31
C12H16N2O, DFT wB97M-V/def2-TZVPD
C -0.29 1.86 0.46
C 0.41 2.91 -0.47
C 1.89 2.70 -0.46
C 2.89 3.60 -0.72
N 4.11 3.02 -0.53
C 3.84 1.66 -0.03
N 2.53 1.41 -0.10
H -1.34 1.96 0.22
H -0.28 2.01 1.55
H -0.08 0.78 0.33
H 0.11 2.46 -1.47
H 0.21 3.92 -0.29
H 2.62 4.67 -0.72
H 4.93 3.56 -0.53
H 4.90 1.21 0.37
C 0.24 -3.95 -0.35
C -0.88 -3.04 -0.04
C -1.31 -2.85 1.31
C -2.37 -1.97 1.60
C -2.87 -1.28 0.50
O -4.06 -0.53 0.62
C -2.49 -1.49 -0.87
C -1.53 -2.42 -1.09
H 0.40 -4.80 0.28
H 1.22 -3.45 -0.48
H 0.05 -4.31 -1.42
H -0.93 -3.36 2.15
H -2.80 -1.96 2.50
H -4.22 -0.29 1.57
H -2.85 -0.84 -1.68
H -1.12 -2.77 -2.07
```

---

# 11
C12H16N2O3 | wB97M-V/def2-TZVPD

Results
Kohn-Sham gap = 0.3627 Eh
Highest occupied orbital energy = -9.19 eV

Geometry as XYZ:
```
33
C12H16N2O3, DFT wB97M-V/def2-TZVPD
C 1.26 -0.27 3.26
C 1.09 -0.09 1.59
N 2.24 -0.76 0.93
C 1.99 -0.56 -0.51
O 2.63 0.24 -1.15
C 1.01 -1.52 -1.23
N 0.52 -2.61 -0.22
C -0.05 -1.01 -2.29
C -1.09 -0.10 -1.58
C -1.30 1.19 -2.07
C -2.15 2.04 -1.45
C -2.88 1.69 -0.42
C -2.82 0.35 -0.04
C -1.97 -0.59 -0.61
C 1.04 1.38 1.34
O 2.09 2.07 1.33
O -0.12 1.71 0.72
H 1.74 -1.18 3.41
H 0.40 -0.44 3.89
H 1.91 0.55 3.65
H 0.10 -0.37 1.30
H 2.88 -0.09 1.28
H 1.85 -2.01 -1.86
H 0.80 -2.20 0.60
H 1.08 -3.44 -0.19
H 0.30 -0.20 -3.06
H -0.40 -1.87 -2.94
H -0.82 1.37 -3.09
H -2.25 3.16 -1.83
H -3.60 2.51 -0.01
H -3.40 0.04 0.82
H -1.84 -1.64 -0.22
H -0.27 2.67 0.65
```

---

# 12
C12H16N2O5Sm | wB97M-V/def2-TZVPD

Results
Spin multiplicity = 6
Kohn-Sham gap (spin up / spin down) = 0.1287 / 0.1357 Eh
Net charge = +3
Highest occupied orbital energy (spin up / spin down) = -17.91 / -17.92 eV

Geometry as XYZ:
```
36
C12H16N2O5Sm, DFT wB97M-V/def2-TZVPD
Sm -0.07 1.20 -1.34
C -0.06 2.09 0.87
O -0.04 2.35 2.05
C -0.08 3.61 -1.45
O -0.08 4.77 -1.60
C -2.13 1.61 -1.08
O -3.32 1.60 -1.04
C 1.98 1.62 -1.15
O 3.16 1.60 -1.13
C -0.08 -0.03 -5.98
H 0.85 -0.63 -5.96
H -1.01 -0.63 -5.93
C -0.08 1.25 -6.28
H -1.02 1.80 -6.51
H 0.85 1.80 -6.54
C -2.25 -1.76 0.81
N -1.02 -1.50 1.62
C -1.06 -1.86 3.02
C 0.31 -1.79 3.63
C 0.97 -0.48 3.25
N 1.07 -0.52 1.78
C 2.40 -0.21 1.20
C 0.00 -0.89 1.07
O -0.07 -0.58 -0.29
H -2.67 -0.83 0.42
H -3.01 -2.23 1.43
H -2.03 -2.43 -0.02
H -1.75 -1.16 3.52
H -1.45 -2.86 3.14
H 0.94 -2.61 3.29
H 0.24 -1.85 4.72
H 1.94 -0.36 3.69
H 0.33 0.35 3.55
H 2.68 0.84 1.41
H 3.14 -0.85 1.68
H 2.42 -0.44 0.15
```

---

# 13
C12H16N3O5Pd | wB97M-V/def2-TZVPD

Results
Kohn-Sham gap = 0.2575 Eh
Net charge = -1
Highest occupied orbital energy = -3.93 eV

Geometry as XYZ:
```
37
C12H16N3O5Pd, DFT wB97M-V/def2-TZVPD
Pd -0.54 0.33 0.22
O -3.59 -1.46 0.09
C -3.27 -0.26 0.65
O -3.78 0.76 0.28
C -2.32 -0.43 1.79
C -2.28 -1.64 2.52
C -1.44 -1.69 3.61
C -0.58 -0.62 3.86
C -0.60 0.47 3.03
N -1.57 0.63 2.09
C 0.57 1.45 2.90
O 1.05 1.95 3.93
O 0.95 1.55 1.70
H -4.13 -1.24 -0.68
H -2.89 -2.47 2.22
H -1.41 -2.58 4.23
H 0.16 -0.66 4.65
C 2.85 0.08 -0.73
N 1.78 -0.68 -1.37
C 1.57 -1.99 -0.79
C 0.63 0.03 -1.68
O -0.49 -0.53 -1.78
N 0.90 1.29 -2.30
C -0.26 2.17 -2.32
C 1.49 1.14 -3.62
H 3.69 -0.60 -0.54
H 2.52 0.52 0.22
H 3.20 0.88 -1.38
H 2.47 -2.59 -0.92
H 0.74 -2.47 -1.30
H 1.32 -1.93 0.28
H -0.62 2.33 -1.30
H -1.09 1.76 -2.92
H 0.04 3.13 -2.74
H 2.33 0.46 -3.57
H 1.84 2.12 -3.96
H 0.76 0.75 -4.35
```

---

Short version: E_tot = -5131.01475 -10871.24227 -3719.01246 -3935.55464 -1920.23155 -3818.67810 -2010.63041 -576.36336 -575.57664 -651.51767 -802.00130 -1609.23223 -1135.28986 a.u., in the order given.